DFT (ωB97M-V with the def2-TZVPD basis set) results for an isolated molecule of C6H11NO2.

Bonds (Å) are listed after each position.
CARTESIAN COORDINATES (ANGSTROEM)
1 H -1.850 -2.356 0.611  N2 1.020
2 N -1.131 -1.944 0.017  H1 1.020, C3 1.277
3 C -1.320 -0.713 -0.268  N2 1.277, C4 1.524, C6 1.464
4 C -2.638 -0.005 0.022  C3 1.524, O5 1.200, H11 1.110
5 O -2.835 1.178 0.072  C4 1.200
6 C -0.428 0.127 -1.068  C3 1.464, C7 1.716, H12 1.088, H13 1.091
7 C 0.957 0.045 -0.058  C6 1.716, C8 1.532, C9 1.528, O10 1.397
8 C 0.738 0.330 1.432  C7 1.532, H14 1.088, H15 1.087, H16 1.089
9 C 1.904 1.095 -0.636  C7 1.528, H17 1.088, H18 1.087, H19 1.087
10 O 1.564 -1.199 -0.245  C7 1.397, H20 0.970
11 H -3.460 -0.734 0.180  C4 1.110
12 H -0.720 1.174 -1.114  C6 1.088
13 H -0.246 -0.297 -2.057  C6 1.091
14 H 0.161 -0.464 1.903  C8 1.088
15 H 0.245 1.288 1.573  C8 1.087
16 H 1.700 0.334 1.942  C8 1.089
17 H 2.850 1.063 -0.099  C9 1.088
18 H 1.464 2.085 -0.542  C9 1.087
19 H 2.120 0.875 -1.678  C9 1.087
20 H 0.925 -1.882 0.013  O10 0.970

Output
SMILES = [H]/N=C(\C=O)CC(C)(C)O
Kohn-Sham gap = 9.19 eV
HOMO level = -9.54 eV
E = -11984.2595 eV